(1)
This record from OMol25 describes C49H66AuBrN4OPSTe as an isolated structure. The level of theory is wB97M-V/def2-TZVPD.

⟨S²⟩   0.77
LUMO level (alpha / beta)   -7.3 / -7.3 eV
HOMO energy (alpha / beta)   -12.12 / -12.12 eV
Multiplicity   2
Energy relative to the best compared isomer or geometry (same formula, charge and spin)   0.0 kcal per mole
Total charge   +2
Kohn-Sham gap (alpha / beta)   4.78 / 4.82 eV

Atoms and positions in Å:
Au -0.863 0.131 0.826
C -1.055 -3.190 -2.723
N -0.935 -3.866 -1.447
C 0.412 -4.334 -1.143
C -1.791 -3.580 -0.431
S -2.640 -2.110 -0.353
N -1.948 -4.527 0.508
C -2.634 -4.267 1.762
C -1.677 -5.943 0.274
H -0.747 -3.883 -3.508
H -0.423 -2.299 -2.776
H -2.088 -2.898 -2.890
H 1.100 -3.484 -1.128
H 0.749 -5.040 -1.903
H 0.458 -4.816 -0.175
H -2.607 -3.207 1.992
H -2.138 -4.829 2.554
H -3.677 -4.587 1.704
H -1.534 -6.132 -0.785
H -2.538 -6.515 0.620
H -0.800 -6.284 0.828
C 6.485 -4.017 -2.652
C 5.430 -3.003 -2.317
C 4.283 -2.868 -3.079
C 3.291 -1.932 -2.787
C 2.106 -1.891 -3.706
C 3.483 -1.109 -1.681
Te 2.188 0.349 -0.798
N 0.207 0.237 -1.042
C -0.281 0.548 -2.258
O 0.376 0.606 -3.288
C -1.743 0.918 -2.345
C -2.404 0.839 -3.499
C -3.823 1.271 -3.566
C -5.210 2.459 -2.232
C -4.611 2.614 -0.911
C -3.826 1.342 -1.020
C 2.816 2.170 -1.673
C 2.801 3.264 -0.797
C 2.235 3.269 0.604
C 3.343 4.467 -1.244
C 3.877 4.609 -2.513
C 4.475 5.907 -2.972
C 3.853 3.505 -3.360
C 3.344 2.276 -2.970
C 3.419 1.132 -3.938
C 4.644 -1.197 -0.888
C 4.951 -0.306 0.296
C 5.591 -2.149 -1.229
H 6.150 -4.702 -3.427
H 6.758 -4.596 -1.769
H 7.389 -3.519 -3.006
H 4.138 -3.510 -3.940
H 2.392 -1.447 -4.662
H 1.280 -1.310 -3.309
H 1.765 -2.902 -3.919
H -1.907 0.424 -4.365
H -4.304 0.863 -4.452
H -6.237 2.754 -2.426
H -4.730 3.340 -0.121
H -3.962 0.631 -0.206
H 1.775 2.328 0.905
H 1.473 4.045 0.692
H 3.018 3.503 1.327
H 3.340 5.314 -0.567
H 4.383 6.681 -2.213
H 3.990 6.255 -3.884
H 5.534 5.775 -3.199
H 4.254 3.599 -4.362
H 3.591 1.506 -4.944
H 2.492 0.560 -3.939
H 4.246 0.467 -3.683
H 4.377 -0.593 1.181
H 4.769 0.753 0.097
H 6.006 -0.395 0.545
H 6.491 -2.220 -0.630
C 1.505 0.272 3.477
C 0.292 -0.582 3.861
C 0.306 -0.811 5.376
C 0.407 -1.957 3.182
P -1.250 0.192 3.109
C -2.694 -0.705 3.757
C -3.690 -1.071 2.855
C -4.857 -1.683 3.287
C -5.050 -1.930 4.637
C -4.078 -1.546 5.551
C -2.913 -0.932 5.120
C -1.555 1.965 3.654
C -0.698 2.904 2.797
C -1.263 2.229 5.130
C -3.031 2.257 3.358
H 2.415 -0.297 3.677
H 1.556 1.190 4.063
H 1.490 0.531 2.416
H 1.322 -1.092 5.662
H -0.344 -1.633 5.665
H 0.044 0.072 5.952
H 1.219 -2.517 3.651
H 0.624 -1.864 2.115
H -0.510 -2.539 3.295
H -3.544 -0.886 1.799
H -5.614 -1.964 2.567
H -5.956 -2.411 4.980
H -4.231 -1.715 6.609
H -2.192 -0.623 5.858
H 0.367 2.693 2.887
H -0.864 3.934 3.122
H -0.975 2.827 1.744
H -0.200 2.156 5.355
H -1.817 1.560 5.787
H -1.578 3.248 5.369
H -3.312 1.933 2.351
H -3.198 3.334 3.426
H -3.695 1.765 4.068
Br -3.236 5.317 -4.324
C -3.229 3.839 -3.205
C -2.299 3.883 -2.160
C -1.943 2.887 -1.286
N -2.377 1.542 -1.213
C -4.630 1.004 -2.292
C -4.222 2.821 -3.483
H -1.743 4.805 -2.054
H -1.100 3.106 -0.632
H -5.250 0.116 -2.234
H -4.803 3.119 -4.350


(2)
This record from OMol25 describes C25H29NOS6Sn as an isolated structure. The level of theory is wB97M-V/def2-TZVPD.

LUMO level   -6.9 eV
HOMO energy   -13.45 eV
Energy relative to the best compared isomer or geometry (same formula, charge and spin)   0.0 kcal per mole
Total charge   +2
Kohn-Sham gap   6.53 eV

Atoms and positions in Å:
Sn 0.143 -0.189 -0.504
C 0.139 0.504 3.456
C -0.067 -0.985 3.685
S -0.961 -1.674 2.275
C -0.398 -3.390 2.209
C -0.674 -3.941 0.818
S 0.149 -3.092 -0.565
C 1.863 -3.603 -0.267
C 2.874 -2.585 -0.767
S 2.754 -0.931 -0.059
C 2.877 -1.194 1.721
C 2.722 0.172 2.382
S 1.141 0.986 2.021
H 0.621 0.956 4.325
H -0.814 1.018 3.321
H -0.652 -1.117 4.595
H 0.882 -1.504 3.828
H -0.941 -3.994 2.935
H 0.662 -3.449 2.462
H -1.740 -3.906 0.593
H -0.378 -4.990 0.758
H 2.027 -4.538 -0.803
H 1.997 -3.803 0.795
H 2.794 -2.425 -1.843
H 3.885 -2.941 -0.566
H 3.850 -1.624 1.958
H 2.090 -1.877 2.035
H 3.496 0.853 2.027
H 2.829 0.096 3.464
C -4.210 -0.920 -0.535
C -4.687 0.384 -0.525
C -3.807 1.451 -0.477
C -2.430 1.227 -0.426
C -1.967 -0.087 -0.433
C -2.844 -1.153 -0.491
C -1.452 2.351 -0.428
C -1.856 3.694 -0.315
C -0.918 4.684 -0.358
C 0.446 4.368 -0.530
C 1.454 5.356 -0.603
C 2.760 4.997 -0.773
C 3.105 3.635 -0.883
C 2.150 2.657 -0.813
C 0.797 3.006 -0.631
N -0.169 2.037 -0.557
H -4.903 -1.750 -0.584
H -5.751 0.572 -0.563
H -4.205 2.454 -0.495
H -2.480 -2.171 -0.526
H -2.899 3.938 -0.191
H -1.212 5.721 -0.266
H 1.170 6.398 -0.529
H 3.531 5.751 -0.836
H 4.139 3.360 -1.041
H 2.434 1.621 -0.940
C -2.229 -1.702 -3.979
O -1.149 -1.173 -3.176
C -0.029 -0.850 -3.817
S 0.306 -1.009 -5.384
S 1.203 -0.201 -2.713
H -3.020 -1.935 -3.273
H -1.893 -2.593 -4.506
H -2.553 -0.950 -4.695